a | The following is a DFT calculation (wB97M-V/def2-TZVPD) of one molecule with the formula C4H10S2.

```
! RIJCOSX wB97M-V def2-TZVPD def2/J DEFGRID3
* xyz 0 1
C -0.824 -0.794 0.495
C -2.121 -1.071 -0.252
C 0.418 -0.982 -0.365
S 0.606 0.264 -1.683
S 0.508 2.045 -0.670
C 1.985 1.996 0.359
H -0.798 0.205 0.936
H -0.735 -1.448 1.371
H -2.431 -0.160 -0.747
H -2.102 -1.868 -0.993
H -2.920 -1.279 0.456
H 1.282 -0.916 0.294
H 0.369 -1.939 -0.880
H 2.032 2.964 0.848
H 1.856 1.174 1.061
H 2.877 1.810 -0.231
*
```

Computed properties:
- HOMO level (hartree) = -0.313
- SMILES = CCCSSC
- lowest unoccupied orbital energy (eV) = 0.7955
- Kohn-Sham gap (eV) = 9.30


b | The following is a DFT calculation (wB97M-V/def2-TZVPD) of one molecule with the formula C4H10S2.

```
! RIJCOSX wB97M-V def2-TZVPD def2/J DEFGRID3
* xyz 0 1
C -0.086 -0.336 1.864
C -0.683 -0.409 0.428
C 0.068 0.312 -0.774
C 1.143 -0.646 -1.464
H -0.637 -1.088 2.438
H -0.307 0.639 2.330
H 1.007 -0.467 1.862
H -0.801 -1.458 0.133
H -2.634 1.272 0.696
H -0.631 0.576 -1.508
H 0.664 -1.559 -1.826
H 1.479 -0.076 -2.321
H 2.010 -0.902 -0.841
H 1.182 2.290 -1.394
S -2.553 -0.058 0.489
S 0.780 1.912 -0.115
*
```

Computed properties:
- HOMO level (hartree) = -0.335
- SMILES = C[C@H](S)[C@@H](C)S
- lowest unoccupied orbital energy (eV) = 0.7095
- Kohn-Sham gap (eV) = 9.82


c | The following is a DFT calculation (wB97M-V/def2-TZVPD) of one molecule with the formula C4H10S2.

```
! RIJCOSX wB97M-V def2-TZVPD def2/J DEFGRID3
* xyz 0 1
C -1.505 -2.253 -2.787
C -1.002 -1.704 -1.430
S 0.255 -0.675 -1.393
S 1.349 0.556 0.573
C 0.772 1.715 1.523
C 1.639 2.223 2.706
H -2.322 -2.936 -2.690
H -1.809 -1.389 -3.425
H -0.688 -2.710 -3.291
H -1.930 -1.256 -0.922
H -0.765 -2.654 -0.844
H -0.177 1.415 1.983
H 0.537 2.652 0.974
H 1.119 3.040 3.298
H 1.852 1.397 3.425
H 2.675 2.581 2.299
*
```

Computed properties:
- HOMO level (hartree) = -0.305
- SMILES = CCSSCC
- lowest unoccupied orbital energy (eV) = -1.6768
- Kohn-Sham gap (eV) = 6.63


d | The following is a DFT calculation (wB97M-V/def2-TZVPD) of a 2-piece molecular cluster, C4H10S2 overall.

```
! RIJCOSX wB97M-V def2-TZVPD def2/J DEFGRID3
* xyz 0 1
C -1.329 -1.399 -2.266
S -0.137 -0.225 -1.531
S 0.742 -1.390 0.049
H -2.263 -1.561 -1.718
H -0.942 -2.413 -2.380
H -1.614 -1.004 -3.240
H 0.810 -2.575 -0.592
C 1.336 1.590 1.994
C -0.163 1.733 2.251
C -1.139 1.799 1.354
H 1.660 0.705 2.522
H 1.496 1.582 0.915
H 1.685 2.575 2.310
H -0.392 1.885 3.304
H -2.150 2.175 1.478
H -0.982 1.743 0.280
*
```

Computed properties:
- HOMO level (hartree) = -0.314
- SMILES = C=CC.CSS
- lowest unoccupied orbital energy (eV) = 0.3201
- Kohn-Sham gap (eV) = 8.85


Stability check: which of them is most stable? a.


a | The following is a DFT calculation (wB97M-V/def2-TZVPD) of one molecule with the formula C4H10S2.

```
! RIJCOSX wB97M-V def2-TZVPD def2/J DEFGRID3
* xyz 0 1
C 0.205 0.699 -3.098
C 0.634 1.121 -1.704
S 0.097 -0.148 -0.523
S 0.118 0.933 1.258
C -0.824 -0.296 2.232
C -0.048 -1.550 2.526
H 0.337 1.517 -3.795
H 0.766 -0.192 -3.398
H -0.848 0.421 -3.127
H 1.721 1.192 -1.666
H 0.227 2.084 -1.399
H -1.764 -0.408 1.711
H -1.028 0.300 3.122
H -0.705 -2.344 2.872
H 0.457 -1.950 1.660
H 0.655 -1.381 3.327
*
```

Computed properties:
- HOMO level (hartree) = -0.285
- SMILES = CCSSCC
- lowest unoccupied orbital energy (eV) = 0.7143
- Kohn-Sham gap (eV) = 8.48


b | The following is a DFT calculation (wB97M-V/def2-TZVPD) of one molecule with the formula C4H10S2.

```
! RIJCOSX wB97M-V def2-TZVPD def2/J DEFGRID3
* xyz 0 1
C 1.823 1.087 -0.867
C 2.103 -0.087 0.103
S 0.926 -0.145 1.492
S -0.257 -1.762 0.990
C -1.858 -0.974 0.883
C -2.008 0.036 -0.253
H 0.786 1.396 -0.850
H 2.474 1.911 -0.583
H 1.997 0.797 -1.906
H 1.980 -1.033 -0.418
H 3.112 0.027 0.491
H -2.205 -0.473 1.793
H -2.580 -1.782 0.787
H -1.264 0.005 -1.050
H -2.976 -0.046 -0.756
H -2.054 1.046 0.143
*
```

Computed properties:
- HOMO level (hartree) = -0.304
- SMILES = CCSSCC
- lowest unoccupied orbital energy (eV) = 0.7686
- Kohn-Sham gap (eV) = 9.03


Stability check: which of them is most stable? a.


a | The following is a DFT calculation (wB97M-V/def2-TZVPD) of C15H24N4ORuS5Si2 as an isolated structure.

```
! RIJCOSX wB97M-V def2-TZVPD def2/J DEFGRID3
* xyz -1 2
Ru 0.885 -1.540 0.306
O 4.804 -1.208 5.903
C 4.121 -1.298 4.915
S 4.597 -0.673 3.327
C 3.154 -1.182 2.475
C 2.200 -1.812 3.181
S 0.734 -2.393 2.465
S 2.520 -2.055 4.886
S 2.984 -0.907 0.763
N -1.213 -0.963 -4.594
C -0.041 -0.850 -3.884
C -0.077 -0.969 -2.486
N 1.025 -0.955 -1.760
C 2.181 -0.715 -2.411
C 2.186 -0.516 -3.771
N 1.088 -0.603 -4.530
H -1.887 -1.600 -4.191
H -1.073 -1.087 -5.584
H -1.019 -1.096 -1.976
H 3.088 -0.696 -1.825
H 3.116 -0.300 -4.283
S -2.282 -3.987 -2.269
C -1.271 -3.370 -1.153
N -0.537 -2.870 -0.394
C -3.069 0.735 -0.138
Si -1.970 -0.009 1.207
C -2.677 -1.726 1.483
C -2.299 0.899 2.826
C -0.125 0.204 0.822
Si 0.301 1.829 -0.018
C -0.493 3.248 0.947
C 2.130 2.258 -0.016
C -0.254 2.059 -1.812
H -4.112 0.641 0.178
H -2.969 0.187 -1.080
H -2.872 1.789 -0.340
H -3.616 -1.601 2.033
H -2.020 -2.363 2.075
H -2.905 -2.243 0.552
H -3.367 0.884 3.063
H -1.965 1.936 2.817
H -1.772 0.381 3.632
H 0.251 0.375 1.847
H -0.169 3.239 1.990
H -1.584 3.228 0.936
H -0.172 4.197 0.507
H 2.570 2.168 0.979
H 2.238 3.295 -0.350
H 2.711 1.625 -0.686
H -1.218 1.606 -2.045
H 0.485 1.670 -2.516
H -0.341 3.133 -2.000
*
```

Computed properties:
- <S²> = 0.758
- HOMO level (spin up / spin down) (hartree) = -0.161 / -0.166
- lowest unoccupied orbital energy (spin up / spin down) (eV) = 2.3404 / 2.2172
- Kohn-Sham gap (spin up / spin down) (eV) = 6.73 / 6.75


b | The following is a DFT calculation (wB97M-V/def2-TZVPD) of C15H24N4ORuS5Si2 as an isolated structure.

```
! RIJCOSX wB97M-V def2-TZVPD def2/J DEFGRID3
* xyz -1 2
Ru -0.291 0.399 0.314
O 6.531 -1.304 -0.519
C 5.376 -1.033 -0.348
S 4.235 -2.052 0.541
C 2.798 -1.034 0.348
C 2.976 0.121 -0.357
S 1.806 1.301 -0.746
S 4.607 0.433 -0.954
S 1.347 -1.597 1.045
N 3.512 1.736 3.577
C 2.328 2.166 3.012
C 1.332 1.261 2.670
N 0.179 1.635 2.050
C 0.053 2.985 1.888
C 1.000 3.865 2.342
N 2.162 3.494 2.899
H 3.811 0.811 3.308
H 4.243 2.433 3.543
H 1.469 0.204 2.865
H -0.846 3.351 1.405
H 0.829 4.933 2.274
S -0.628 -3.057 -2.844
C -0.786 -1.865 -1.806
N -0.968 -0.972 -1.062
C -4.784 -1.133 0.832
Si -3.243 -0.285 1.581
C -1.992 -1.653 2.072
C -3.758 0.499 3.256
C -2.472 1.099 0.555
Si -2.892 1.705 -1.186
C -3.399 3.554 -1.025
C -1.442 1.725 -2.447
C -4.304 0.808 -2.108
H -5.192 -1.860 1.528
H -4.542 -1.652 -0.089
H -5.564 -0.410 0.616
H -2.311 -2.194 2.961
H -1.018 -1.203 2.299
H -1.843 -2.379 1.276
H -4.186 -0.238 3.928
H -4.493 1.287 3.127
H -2.894 0.929 3.752
H -2.342 1.954 1.223
H -2.536 4.171 -0.794
H -4.137 3.701 -0.244
H -3.826 3.923 -1.952
H -0.478 1.827 -1.942
H -1.527 2.545 -3.156
H -1.419 0.800 -3.014
H -5.235 0.819 -1.556
H -4.037 -0.224 -2.302
H -4.484 1.286 -3.065
*
```

Computed properties:
- <S²> = 0.878
- HOMO level (spin up / spin down) (hartree) = -0.157 / -0.156
- lowest unoccupied orbital energy (spin up / spin down) (eV) = 1.2389 / 1.5802
- Kohn-Sham gap (spin up / spin down) (eV) = 5.51 / 5.84


Stability check: which of them is most stable? a.


a | The following is a DFT calculation (wB97M-V/def2-TZVPD) of an isolated ion of composition C5H14N3O and charge +1.

```
! RIJCOSX wB97M-V def2-TZVPD def2/J DEFGRID3
* xyz 1 1
C 0.390 -1.362 -0.468
C -1.335 1.584 -0.425
C 2.765 0.809 -0.160
C -1.264 0.685 0.848
C -1.777 -0.745 0.547
N -0.959 -1.313 -0.492
N 1.235 -0.962 0.544
N 2.533 -0.676 0.182
O -2.943 -0.685 -0.202
H 0.809 -1.518 -1.457
H -0.616 1.187 -1.126
H -1.092 2.513 -0.026
H -2.395 1.526 -0.713
H 3.762 0.977 -0.356
H 1.976 1.014 -0.915
H 2.320 1.312 0.628
H -1.816 1.242 1.607
H -0.297 0.470 1.316
H -1.775 -1.443 1.459
H -1.592 -1.656 -1.280
H 2.756 -1.197 -0.763
H 3.085 -0.728 1.069
H -3.769 -1.031 0.182
*
```

Computed properties:
- HOMO level (hartree) = -0.486
- SMILES = CC[C@@H](O)N/C=N/[NH2+]C
- lowest unoccupied orbital energy (eV) = -3.1749
- Kohn-Sham gap (eV) = 10.06


b | The following is a DFT calculation (wB97M-V/def2-TZVPD) of a 2-piece molecular cluster, C5H14N3O overall.

```
! RIJCOSX wB97M-V def2-TZVPD def2/J DEFGRID3
* xyz 1 1
C 0.597 -0.332 -1.054
C -2.709 0.129 0.129
C -0.891 2.026 0.721
C -1.440 -1.457 1.882
C -1.339 0.563 0.605
N -0.317 0.200 -0.535
N 1.495 -0.787 -1.808
N 4.062 -0.351 -1.222
O -0.980 -0.083 1.753
H -3.513 0.436 0.901
H -2.674 -0.983 -0.173
H -2.866 0.715 -0.758
H -0.192 2.170 1.468
H -1.639 2.833 1.085
H -0.513 2.507 -0.224
H -1.554 -2.052 0.901
H -2.199 -1.659 2.508
H -0.633 -1.901 2.379
H 1.441 -0.772 -2.808
H 2.543 -0.843 -1.613
H 4.816 -0.136 -0.594
H 4.658 -0.783 -1.967
H 3.845 0.561 -1.578
*
```

Computed properties:
- HOMO level (hartree) = -0.531
- lowest unoccupied orbital energy (eV) = -3.3541
- Kohn-Sham gap (eV) = 11.08


Stability check: which of them is most stable? b.


a | The following is a DFT calculation (wB97M-V/def2-TZVPD) of one molecule with the formula C5H8FN.

```
! RIJCOSX wB97M-V def2-TZVPD def2/J DEFGRID3
* xyz 0 1
C -0.637 -0.190 -1.028
C -1.732 -0.298 -0.627
C 1.509 0.881 0.807
C 0.797 -0.577 -1.030
C 1.199 -0.587 0.447
N -3.383 0.220 -0.473
F -3.439 0.777 0.784
H 0.651 1.497 0.477
H 2.433 1.155 0.212
H 1.654 1.078 1.940
H 1.202 0.372 -1.268
H 1.009 -1.499 -1.623
H 2.179 -1.145 0.536
H 0.432 -1.016 1.171
H -3.874 -0.667 -0.326
*
```

Computed properties:
- HOMO level (hartree) = -0.363
- SMILES = CCCC#CNF
- lowest unoccupied orbital energy (eV) = 0.5873
- Kohn-Sham gap (eV) = 10.47


b | The following is a DFT calculation (wB97M-V/def2-TZVPD) of C5H8FN as an isolated structure.

```
! RIJCOSX wB97M-V def2-TZVPD def2/J DEFGRID3
* xyz 0 1
C 0.053 0.938 -1.719
C -2.757 2.793 0.328
C 0.410 0.675 -0.608
C 2.118 -0.525 0.680
C 0.923 0.424 0.728
N -1.701 2.495 0.627
F 1.330 1.616 1.308
H -1.995 -1.832 -0.007
H -0.299 1.138 -2.688
H -3.742 3.068 0.050
H -1.808 -1.360 -0.600
H 2.905 -0.077 0.075
H 1.823 -1.472 0.236
H 2.500 -0.696 1.684
H 0.116 0.039 1.368
*
```

Computed properties:
- HOMO level (hartree) = -0.369
- lowest unoccupied orbital energy (eV) = 1.0099
- Kohn-Sham gap (eV) = 11.04


Stability check: which of them is most stable? b.


a | The following is a DFT calculation (wB97M-V/def2-TZVPD) of a 3-piece molecular cluster, C4H14NO overall.

```
! RIJCOSX wB97M-V def2-TZVPD def2/J DEFGRID3
* xyz 1 1
C 2.283 0.136 -0.320
C 2.189 -0.720 0.885
N -1.560 -0.703 1.067
C -2.343 0.149 0.152
C -1.552 1.422 -0.117
H 1.186 0.212 -0.836
H 2.873 -0.339 -1.081
H 2.855 1.051 -0.131
H 1.525 -1.585 0.698
H 3.167 -1.150 1.186
H 1.803 -0.134 1.749
H -0.745 -0.931 0.481
H -3.363 0.380 0.454
H -2.234 -0.437 -0.846
H -0.683 1.054 -0.679
H -2.243 2.116 -0.585
H -1.466 2.005 0.801
H -1.919 -1.661 1.142
H 0.286 -0.474 -2.469
O -0.059 -0.391 -1.552
*
```

Computed properties:
- HOMO level (hartree) = -0.526
- lowest unoccupied orbital energy (eV) = -9.8089
- Kohn-Sham gap (eV) = 4.50


b | The following is a DFT calculation (wB97M-V/def2-TZVPD) of a 3-piece molecular cluster, C4H14NO overall.

```
! RIJCOSX wB97M-V def2-TZVPD def2/J DEFGRID3
* xyz 1 1
C -0.886 -0.281 -0.731
C -0.677 -1.426 0.210
C -1.745 -2.525 0.131
C -0.341 -0.715 1.548
N 1.748 3.606 -0.116
H -1.583 0.484 -0.368
H -1.126 -0.488 -1.777
H 0.277 -1.859 -0.135
H -2.680 -2.251 0.623
H -1.342 -3.460 0.520
H -2.008 -2.776 -0.901
H -0.046 -1.369 2.368
H 0.515 -0.074 1.317
H -1.126 -0.037 1.893
H 0.347 0.497 -0.894
H 1.391 4.095 0.682
H 2.621 3.911 -0.500
H 2.033 0.232 -1.446
H 1.290 2.759 -0.394
O 1.336 0.598 -0.878
*
```

Computed properties:
- HOMO level (hartree) = -0.452
- lowest unoccupied orbital energy (eV) = -8.6175
- Kohn-Sham gap (eV) = 3.69


Stability check: which of them is most stable? b.